# 1
{"formula": "C70H69As2CsN3O2P", "method": "ωB97M-V/def2-TZVPD", "homo_ev": -0.92, "charge": -2, "homo_lumo_gap_ha": 0.161, "e_above_lowest_ev": 0.000, "lumo_ev": 3.4699, "species": ["Cs", "N", "P", "C", "C", "C", "C", "C", "C", "C", "C", "C", "C", "C", "C", "C", "C", "C", "C", "C", "N", "H", "H", "H", "H", "H", "H", "H", "H", "H", "H", "H", "H", "H", "H", "H", "C", "As", "C", "C", "C", "C", "C", "C", "C", "As", "C", "C", "H", "H", "H", "H", "H", "H", "H", "H", "H", "H", "H", "H", "H", "H", "H", "H", "C", "C", "C", "C", "C", "C", "C", "C", "C", "C", "C", "C", "C", "C", "H", "H", "H", "H", "H", "H", "H", "H", "H", "H", "H", "C", "C", "C", "C", "C", "C", "C", "C", "C", "C", "C", "C", "C", "C", "H", "H", "H", "H", "H", "H", "H", "H", "H", "H", "H", "C", "C", "C", "C", "C", "C", "C", "C", "C", "C", "H", "H", "H", "H", "H", "H", "H", "O", "C", "O", "C", "N", "C", "C", "C", "H", "H", "H", "H", "H", "H", "H", "H", "H"], "positions_angstrom": [[0.322, 0.928, -0.487], [-1.674, 4.767, 1.310], [-1.779, 4.002, -0.214], [-2.673, 5.263, -1.207], [-2.129, 5.613, -2.437], [-2.769, 6.539, -3.253], [-3.952, 7.127, -2.835], [-4.509, 6.777, -1.608], [-3.879, 5.840, -0.809], [-3.137, 2.807, 0.042], [-3.558, 2.081, -1.074], [-4.496, 1.074, -0.936], [-5.019, 0.779, 0.317], [-4.583, 1.475, 1.431], [-3.636, 2.482, 1.299], [-0.527, 4.720, 2.094], [-0.488, 5.374, 3.328], [0.677, 5.303, 4.060], [1.764, 4.597, 3.561], [1.617, 3.979, 2.333], [0.501, 4.037, 1.611], [-2.474, 5.235, 1.722], [-1.217, 5.135, -2.777], [-2.346, 6.781, -4.218], [-4.455, 7.846, -3.470], [-5.444, 7.219, -1.289], [-4.346, 5.529, 0.121], [-3.120, 2.271, -2.048], [-4.776, 0.484, -1.797], [-5.719, -0.038, 0.432], [-4.920, 1.190, 2.418], [-3.244, 2.959, 2.188], [-1.362, 5.888, 3.703], [0.730, 5.780, 5.032], [2.686, 4.495, 4.114], [2.427, 3.395, 1.914], [1.064, -1.860, -5.053], [2.018, -1.206, -3.455], [3.071, 0.202, -4.330], [3.480, -2.621, -3.580], [4.001, -3.018, -4.817], [4.919, -4.047, -4.931], [5.349, -4.716, -3.793], [4.878, -4.313, -2.558], [3.963, -3.266, -2.435], [3.469, -2.524, -0.668], [5.327, -2.134, -0.128], [3.338, -4.194, 0.362], [1.702, -1.892, -5.932], [0.216, -1.202, -5.247], [0.699, -2.868, -4.845], [3.672, -0.206, -5.142], [3.729, 0.660, -3.592], [2.377, 0.954, -4.703], [3.686, -2.517, -5.722], [5.296, -4.329, -5.908], [6.058, -5.532, -3.869], [5.239, -4.816, -1.667], [5.913, -3.054, -0.094], [5.323, -1.660, 0.852], [5.775, -1.445, -0.845], [4.234, -4.806, 0.252], [2.469, -4.770, 0.051], [3.218, -3.920, 1.411], [-4.879, -5.363, 2.015], [-4.219, -5.032, 3.198], [-3.735, -3.754, 3.403], [-3.890, -2.758, 2.433], [-4.559, -3.100, 1.257], [-5.046, -4.384, 1.047], [-3.352, -1.392, 2.621], [-2.890, -0.941, 3.779], [-2.277, 0.250, 4.189], [-2.977, 1.347, 4.757], [-2.304, 2.408, 5.335], [-0.913, 2.460, 5.377], [-0.205, 1.420, 4.770], [-0.860, 0.373, 4.164], [-5.255, -6.366, 1.856], [-4.076, -5.786, 3.964], [-3.214, -3.481, 4.313], [-4.689, -2.339, 0.494], [-5.556, -4.615, 0.120], [-3.371, -0.795, 1.698], [-4.061, 1.312, 4.786], [-2.883, 3.214, 5.778], [-0.397, 3.289, 5.842], [0.878, 1.445, 4.749], [-0.303, -0.422, 3.685], [4.111, -3.091, 5.681], [4.829, -2.275, 4.816], [4.208, -1.688, 3.726], [2.856, -1.902, 3.466], [2.144, -2.719, 4.347], [2.759, -3.306, 5.440], [2.166, -1.311, 2.300], [2.489, -0.225, 1.601], [3.569, 0.657, 1.956], [4.553, 1.034, 1.017], [5.549, 1.943, 1.327], [5.604, 2.544, 2.581], [4.634, 2.201, 3.517], [3.639, 1.291, 3.215], [4.595, -3.544, 6.536], [5.881, -2.092, 4.991], [4.775, -1.039, 3.066], [1.088, -2.883, 4.168], [2.179, -3.929, 6.109], [1.274, -1.886, 2.019], [4.508, 0.602, 0.020], [6.284, 2.199, 0.573], [6.377, 3.264, 2.819], [4.654, 2.653, 4.505], [2.889, 1.040, 3.957], [-0.788, 4.626, -5.698], [0.399, 4.389, -4.968], [0.566, 3.199, -4.315], [-0.416, 2.170, -4.335], [-0.192, 0.956, -3.594], [-1.250, 0.073, -3.649], [-2.441, 0.282, -4.389], [-2.618, 1.438, -5.096], [-1.603, 2.428, -5.075], [-1.759, 3.667, -5.747], [-0.926, 5.569, -6.217], [1.168, 5.152, -4.921], [1.468, 3.004, -3.745], [-1.193, -0.860, -3.087], [-3.229, -0.464, -4.364], [-3.531, 1.623, -5.654], [-2.677, 3.846, -6.300], [-3.731, -3.372, -2.508], [-2.847, -2.633, -1.817], [-3.096, -1.539, -1.394], [-1.504, -3.306, -1.628], [-1.480, -4.613, -2.313], [-1.367, -5.640, -1.264], [-0.592, -4.965, -0.142], [-1.184, -3.559, -0.136], [-0.769, -2.628, -2.071], [-0.675, -4.658, -2.927], [-3.216, -4.175, -2.767], [-0.894, -6.537, -1.666], [-2.372, -5.908, -0.922], [0.467, -4.930, -0.405], [-0.691, -5.463, 0.821], [-0.494, -2.812, 0.252], [-2.091, -3.523, 0.470]], "lowdin_charge": [0.619, -0.140, 1.013, -0.351, -0.091, -0.085, -0.103, -0.100, -0.095, -0.385, -0.101, -0.086, -0.093, -0.090, -0.082, -0.394, -0.037, -0.100, -0.077, -0.125, 0.093, 0.099, 0.084, 0.091, 0.092, 0.094, 0.102, 0.100, 0.099, 0.101, 0.096, 0.090, 0.104, 0.102, 0.089, 0.100, -0.313, 1.106, -0.310, -0.407, -0.140, -0.112, -0.112, -0.134, -0.435, 1.152, -0.304, -0.303, 0.005, 0.003, 0.013, 0.010, 0.017, -0.005, 0.076, 0.091, 0.091, 0.080, 0.014, -0.002, 0.022, 0.007, -0.008, 0.013, -0.138, -0.117, -0.056, -0.242, -0.075, -0.116, -0.141, -0.044, -0.291, -0.098, -0.147, -0.155, -0.109, -0.054, 0.079, 0.086, 0.092, 0.090, 0.091, 0.080, 0.091, 0.082, 0.069, 0.078, 0.088, -0.128, -0.098, -0.049, -0.235, -0.048, -0.107, -0.216, -0.222, -0.330, -0.086, -0.117, -0.136, -0.125, -0.086, 0.082, 0.091, 0.099, 0.109, 0.091, 0.071, 0.088, 0.089, 0.078, 0.093, 0.103, -0.137, -0.121, -0.072, -0.231, -0.255, -0.243, -0.102, -0.076, -0.192, -0.065, 0.087, 0.090, 0.097, 0.040, 0.095, 0.095, 0.101, 0.097, -0.505, 0.099, -0.221, -0.030, -0.191, -0.155, -0.084, 0.128, 0.115, 0.090, 0.112, 0.115, 0.084, 0.116, 0.113, 0.105]}



# 2
{"formula": "C70H76BrF7N5O5", "method": "ωB97M-V/def2-TZVPD", "homo_ev": -10.10, "charge": 1, "homo_lumo_gap_ha": 0.266, "lumo_ev": -2.8676, "species": ["C", "C", "C", "N", "C", "Br", "O", "C", "O", "C", "O", "C", "C", "C", "C", "C", "C", "C", "C", "C", "C", "N", "C", "C", "C", "C", "O", "N", "C", "C", "C", "C", "C", "N", "C", "C", "O", "C", "N", "H", "H", "H", "H", "H", "H", "H", "H", "H", "H", "H", "H", "H", "H", "H", "H", "H", "H", "H", "H", "H", "H", "H", "H", "H", "H", "H", "H", "H", "H", "H", "H", "H", "H", "H", "H", "H", "H", "H", "H", "H", "F", "C", "C", "C", "C", "C", "C", "H", "H", "H", "H", "H", "F", "C", "C", "C", "C", "C", "C", "H", "H", "H", "H", "H", "F", "C", "C", "C", "C", "C", "C", "H", "H", "H", "H", "H", "F", "C", "C", "C", "C", "C", "C", "H", "H", "H", "H", "H", "F", "C", "C", "C", "C", "C", "C", "H", "H", "H", "H", "H", "F", "C", "C", "C", "C", "C", "C", "H", "H", "H", "H", "H", "F", "C", "C", "C", "C", "C", "C", "H", "H", "H", "H", "H"], "positions_angstrom": [[-5.229, -3.626, -0.685], [-3.742, -3.394, 0.042], [-3.494, -1.741, 0.110], [-2.723, -1.192, -1.055], [-1.328, -0.733, -0.750], [-0.438, -2.196, 0.380], [-0.544, -0.764, -1.964], [-0.502, 0.483, -2.740], [-1.824, 0.601, -3.374], [-2.141, -0.406, -4.363], [-2.273, 0.041, -5.646], [-2.462, -2.000, -4.176], [-3.998, -2.650, -4.152], [-4.246, -4.293, -3.997], [-2.990, -5.384, -3.836], [-1.480, -4.742, -3.845], [-1.239, -3.131, -4.030], [0.728, 0.167, -3.833], [1.918, -0.818, -3.306], [3.026, -1.043, -4.470], [2.840, -0.322, -5.887], [1.811, 0.619, -6.409], [0.825, 0.787, -5.315], [-0.279, 1.850, -1.858], [0.733, 2.978, -2.447], [0.004, 4.488, -2.528], [0.522, 5.200, -3.744], [-0.087, 1.589, -0.342], [1.299, 0.995, -0.033], [-0.068, 2.923, 0.438], [-0.201, 2.768, 2.058], [0.819, 3.834, 2.843], [2.032, 3.026, 3.597], [3.340, 3.791, 3.656], [4.312, 2.811, 4.341], [5.071, 1.574, 3.578], [4.538, 2.944, 5.672], [-1.230, 0.667, 0.139], [-2.571, 1.341, 0.212], [-6.087, -3.837, 0.084], [-5.101, -4.600, -1.355], [-5.511, -2.703, -1.381], [-3.757, -3.796, 1.152], [-2.871, -3.917, -0.540], [-3.129, -1.384, 1.175], [-4.598, -1.292, 0.011], [-3.315, -0.483, -1.537], [-4.901, -1.903, -4.280], [-5.335, -4.727, -4.009], [-3.150, -6.543, -3.735], [-0.556, -5.485, -3.711], [-0.132, -2.729, -4.032], [1.999, -1.356, -2.272], [3.957, -1.737, -4.264], [3.685, -0.579, -6.693], [-0.078, 1.524, -5.584], [-1.339, 2.409, -1.863], [1.684, 3.162, -1.747], [1.156, 2.839, -3.516], [0.343, 5.153, -1.617], [-1.155, 4.421, -2.677], [0.146, 6.149, -3.726], [2.172, 1.765, -0.147], [1.337, 0.628, 1.102], [1.566, 0.062, -0.681], [0.950, 3.522, 0.265], [-1.010, 3.546, 0.066], [0.053, 1.711, 2.491], [-1.297, 3.023, 2.416], [0.217, 4.413, 3.672], [1.257, 4.643, 2.114], [2.266, 1.990, 3.076], [1.671, 2.841, 4.714], [3.297, 4.607, 4.312], [6.119, 1.856, 3.134], [4.420, 1.100, 2.709], [5.277, 0.688, 4.351], [-1.015, 0.271, 1.246], [-2.657, 2.069, 0.943], [-2.983, 1.596, -0.704], [8.563, 5.622, 5.581], [8.006, 5.646, 6.799], [8.693, 6.235, 7.855], [8.111, 6.265, 9.122], [6.850, 5.697, 9.321], [6.170, 5.104, 8.256], [6.748, 5.084, 6.987], [9.675, 6.664, 7.683], [8.637, 6.730, 9.952], [6.398, 5.717, 10.311], [5.191, 4.659, 8.415], [6.230, 4.635, 6.146], [-0.066, -7.233, -3.080], [0.797, -8.082, -3.652], [0.415, -8.781, -4.792], [1.315, -9.662, -5.391], [2.584, -9.843, -4.837], [2.956, -9.141, -3.689], [2.060, -8.252, -3.097], [-0.578, -8.634, -5.204], [1.029, -10.207, -6.288], [3.285, -10.533, -5.302], [3.944, -9.287, -3.257], [2.336, -7.691, -2.210], [10.590, 6.307, 11.206], [10.852, 7.026, 12.306], [10.878, 8.414, 12.226], [11.145, 9.163, 13.371], [11.393, 8.515, 14.584], [11.370, 7.121, 14.653], [11.092, 6.373, 13.509], [10.691, 8.900, 11.274], [11.160, 10.249, 13.321], [11.606, 9.100, 15.476], [11.568, 6.619, 15.597], [11.061, 5.289, 13.547], [-6.074, 3.297, -8.425], [-4.744, 3.418, -8.522], [-4.204, 4.314, -9.439], [-2.818, 4.443, -9.537], [-1.988, 3.668, -8.725], [-2.539, 2.768, -7.812], [-3.925, 2.646, -7.706], [-4.864, 4.902, -10.067], [-2.386, 5.146, -10.245], [-0.907, 3.766, -8.805], [-1.891, 2.162, -7.184], [-4.371, 1.959, -6.995], [-5.717, -1.289, 2.226], [-6.195, -2.124, 3.158], [-5.346, -3.063, 3.735], [-5.842, -3.929, 4.710], [-7.184, -3.853, 5.090], [-8.029, -2.910, 4.501], [-7.530, -2.037, 3.535], [-4.309, -3.113, 3.421], [-5.185, -4.662, 5.172], [-7.571, -4.532, 5.847], [-9.074, -2.856, 4.796], [-8.171, -1.293, 3.074], [-8.395, -1.551, -5.556], [-8.303, -1.081, -6.807], [-8.636, -1.907, -7.875], [-8.545, -1.416, -9.177], [-8.111, -0.107, -9.398], [-7.774, 0.713, -8.320], [-7.875, 0.225, -7.017], [-8.964, -2.924, -7.684], [-8.811, -2.051, -10.018], [-8.036, 0.274, -10.414], [-7.432, 1.730, -8.494], [-7.626, 0.852, -6.167], [0.172, -7.559, 4.454], [0.264, -7.089, 3.203], [-0.069, -7.915, 2.135], [0.021, -7.424, 0.833], [0.456, -6.115, 0.612], [0.793, -5.295, 1.690], [0.691, -5.782, 2.993], [-0.397, -8.932, 2.326], [-0.244, -8.059, -0.008], [0.531, -5.734, -0.404], [1.135, -4.278, 1.516], [0.941, -5.156, 3.843]], "lowdin_charge": [-0.131, -0.202, -0.278, -0.031, -0.618, 0.818, -0.161, -0.287, -0.024, -0.209, 0.002, -0.047, 0.001, -0.053, -0.036, -0.044, 0.006, -0.037, 0.022, -0.033, -0.098, 0.041, -0.056, -0.101, -0.068, -0.206, -0.145, -0.203, -0.007, -0.127, -0.160, -0.155, -0.227, -0.020, -0.296, -0.040, -0.061, -0.251, 0.092, 0.076, 0.063, 0.078, 0.096, 0.089, 0.101, 0.118, 0.115, 0.097, 0.088, 0.092, 0.079, 0.079, 0.100, 0.103, 0.120, 0.123, 0.158, 0.128, 0.123, 0.125, 0.131, 0.126, 0.127, 0.124, 0.095, 0.140, 0.156, 0.107, 0.124, 0.124, 0.117, 0.112, 0.146, 0.125, 0.099, 0.071, 0.111, 0.140, 0.088, 0.098, 0.058, -0.289, -0.012, -0.079, -0.093, -0.081, -0.023, 0.117, 0.087, 0.101, 0.103, 0.085, 0.015, -0.290, -0.014, -0.074, -0.089, -0.078, -0.019, 0.116, 0.109, 0.105, 0.108, 0.111, 0.052, -0.291, -0.020, -0.082, -0.097, -0.082, -0.017, 0.114, 0.105, 0.102, 0.106, 0.116, 0.046, -0.283, -0.015, -0.081, -0.094, -0.080, -0.011, 0.117, 0.106, 0.101, 0.076, 0.110, 0.046, -0.293, -0.027, -0.077, -0.090, -0.077, -0.016, 0.102, 0.108, 0.105, 0.109, 0.116, 0.052, -0.296, -0.021, -0.081, -0.089, -0.076, -0.019, 0.115, 0.106, 0.103, 0.083, 0.112, 0.069, -0.285, -0.008, -0.074, -0.102, -0.121, -0.015, 0.120, 0.104, 0.093, 0.048, 0.116]}